Record 1
This record from the OMol25 dataset describes 2 unconnected molecules or ions with the total composition C2H6BrNOS. The level of theory is ωB97M-V with the def2-TZVPD basis set.

LUMO (alpha / beta)   -3.97 / -3.90 eV
Energy relative to the best compared isomer or geometry (same formula, charge and spin)   275.4 kJ/mol
Energy   -86579.978 eV
Net charge   0
Spin multiplicity   1
HOMO energy (alpha / beta)   -0.3504 / -0.3547 hartree

Positions of all 12 atoms, in Å:
C  -0.670  0.472  -1.705
C  0.168  0.618  1.340
N  -0.732  -1.566  0.050
O  1.530  -0.511  -0.634
S  0.155  -0.375  -0.190
Br  1.161  -2.800  2.201
H  -0.505  1.582  -1.906
H  -0.152  -0.053  -2.396
H  -1.686  0.478  -1.683
H  -0.626  0.317  1.894
H  1.083  0.137  1.834
H  0.273  1.700  1.196

Forces on the atoms, in the same order (eV/Å):
C 1.207 2.950 2.726
C 3.636 -0.197 -1.257
N -1.105 -2.599 0.963
O -0.431 0.191 0.184
S 2.513 3.100 -0.743
Br -1.084 0.878 -1.223
H 0.849 -1.268 1.115
H 1.022 -1.841 -2.468
H -2.927 -1.146 -0.005
H -2.643 -0.553 1.501
H -1.038 0.930 -0.675
H 0.001 -0.445 -0.120



Record 2
This record from the OMol25 dataset describes 2 unconnected molecules or ions with the total composition C2H6BrNOS. The level of theory is ωB97M-V with the def2-TZVPD basis set.

LUMO (alpha / beta)   -4.36 / -1.17 eV
Energy relative to the best compared isomer or geometry (same formula, charge and spin)   181.3 kJ/mol
Energy   -86580.953 eV
Net charge   0
Spin multiplicity   1
HOMO energy (alpha / beta)   -0.3500 / -0.3279 hartree

Positions of all 12 atoms, in Å:
C  -0.246  -0.835  -1.101
C  0.132  0.523  1.407
N  -0.678  1.861  -0.887
O  -2.315  0.286  0.202
S  -0.909  0.521  -0.118
Br  3.337  -0.648  -0.410
H  -0.409  -0.628  -2.206
H  0.816  -0.779  -0.710
H  -0.780  -1.735  -0.876
H  1.066  0.972  1.039
H  -0.400  0.955  2.219
H  0.387  -0.491  1.441

Forces on the atoms, in the same order (eV/Å):
C 0.605 0.976 -0.299
C 0.495 0.660 -3.166
N 0.924 -0.527 0.590
O 0.730 -0.918 0.180
S -1.979 1.875 -0.310
Br 0.125 0.005 -0.003
H 0.580 0.151 1.538
H -0.973 -0.680 -1.175
H 0.034 -0.656 0.477
H -0.334 0.547 0.702
H -0.249 0.309 0.495
H 0.042 -1.741 0.970